ORCA calculation (ωB97M-V/def2-TZVPD) on a molecular structure, C30H42GeN7O3W.

Results
2S+1 ... 4
Lowest unoccupied orbital energy (alpha / beta) ... -11.043 / -11.482 eV
Charge ... +4
E_tot ... -3920.0992 hartree
HOMO energy (alpha / beta) ... -18.52 / -19.18 eV
Expectation value of S² ... 3.766
Maximum force ... 0.01031 Eh/bohr

The geometry in XYZ format:
```
84
Properties=species:S:1:pos:R:3:mulliken_spin:R:1
W -0.45906 0.28483 0.77289 2.329
Ge 0.99000 -1.96183 -1.44258 0.002
O -1.14702 0.72295 2.84888 0.061
O -1.30682 2.19380 0.72582 0.010
O -2.42764 -0.46435 0.93279 0.040
N 1.64215 1.81108 -1.51861 0.020
N -0.14468 0.28905 -1.34684 0.108
N 3.44812 2.12650 -0.12717 0.029
N -4.22394 -1.09190 2.15022 0.021
N -1.94170 4.07808 1.80954 0.024
N 0.34308 1.36670 -3.34426 0.017
N 1.53317 1.08872 0.71607 0.043
C -2.38043 0.07735 3.25721 0.002
C 3.67712 -1.82935 -0.39137 0.001
C 2.83709 -1.51225 -1.46756 0.005
C -2.09650 4.88667 3.03409 -0.002
C -1.43762 -3.62472 1.53967 0.004
C -1.08895 2.15026 3.09599 0.001
C -1.21308 -3.12747 -5.39024 -0.001
C -4.89741 -1.69040 0.98632 0.001
C 0.07026 -2.41167 -3.02653 0.004
C 4.17462 2.75239 -1.24626 -0.003
C 5.03999 -1.59267 -0.47711 0.002
C 0.81021 -2.89194 -4.11447 -0.001
C 0.68856 -1.84258 1.49527 0.153
C 0.21386 -2.31926 2.72188 0.021
C -3.05471 -0.52776 2.03957 0.012
C 0.12161 -2.25298 0.27467 -0.062
C 0.58581 1.15146 -2.05833 -0.022
C -1.96068 -2.65509 -4.31128 0.000
C 2.21488 1.65943 -0.25481 0.017
C 0.16585 -3.25017 -5.29007 0.000
C 3.39094 -0.96888 -2.63755 -0.001
C -1.32641 -2.30599 -3.13385 0.005
C -2.35011 4.74886 0.56381 -0.001
C 4.75321 -0.72818 -2.71429 0.000
C 5.57755 -1.03980 -1.63619 -0.001
C 4.11160 2.02060 1.17852 0.004
C -1.47740 2.86483 1.80582 0.031
C -0.96907 -3.15146 0.32606 0.051
C -0.84237 -3.20975 2.74163 0.002
C -4.97969 -1.18288 3.41009 -0.002
H 1.88408 -3.01923 -4.04174 0.000
H -2.44058 4.02480 -0.23694 0.001
H 4.30063 2.04634 -2.06776 0.001
H -0.44688 0.93568 -3.80256 0.001
H 2.77051 -0.76402 -3.50410 0.000
H -1.41221 -3.51919 -0.59350 0.012
H -2.23600 -4.35609 1.55781 -0.001
H -1.93402 -1.97800 -2.29198 0.004
H 5.15883 3.04240 -0.89639 0.000
H 0.88572 2.00859 -3.90357 -0.001
H -5.71769 -1.04320 0.67817 0.000
H 1.60934 -1.27913 1.49125 -0.039
H -1.81299 5.90911 2.79537 0.001
H 5.68484 -1.86741 0.34718 0.000
H 3.56359 2.57769 1.94118 0.000
H -3.02925 0.81326 3.72942 0.000
H -5.30021 -2.65610 1.28449 0.001
H 5.18002 -0.33374 -3.62777 0.000
H 2.09105 1.03836 1.55981 0.035
H 5.10500 2.44771 1.10283 0.000
H 3.28796 -2.31013 0.49823 -0.001
H 2.16564 2.39493 -2.15410 0.001
H 3.67990 3.66766 -1.58093 0.002
H -5.99010 -0.81838 3.23455 0.001
H 0.71109 -2.03558 3.64146 0.006
H -3.31053 5.22929 0.73996 0.000
H -2.12570 -0.68708 3.99042 0.009
H -1.61393 5.51038 0.31035 0.000
H -4.19293 -1.80977 0.17263 -0.002
H -1.18162 -3.62100 3.68484 0.000
H -0.05684 2.38697 3.35887 -0.005
H -4.52693 -0.59186 4.19963 0.000
H 0.74031 -3.63298 -6.12277 0.000
H -3.13678 4.87657 3.35707 0.001
H -1.71381 -3.41406 -6.30572 0.000
H -0.93251 -0.03572 -1.90455 0.051
H -3.03722 -2.58505 -4.39308 0.000
H -1.44519 4.53741 3.82951 0.000
H 6.64491 -0.87740 -1.71418 0.000
H -1.72142 2.39872 3.94397 -0.001
H 4.21654 0.97340 1.47065 -0.001
H -5.02897 -2.22442 3.72448 0.001
```

***

ORCA calculation (ωB97M-V/def2-TZVPD) on a molecular structure, C30H42I2N2Ru in a non-equilibrium geometry.

Results
2S+1 ... 2
Lowest unoccupied orbital energy (alpha / beta) ... -4.926 / -4.114 eV
Charge ... +1
E_tot ... -1967.8230 hartree
HOMO energy (alpha / beta) ... -10.26 / -10.26 eV
Expectation value of S² ... 0.971
Maximum force ... 0.04956 Eh/bohr

The geometry in XYZ format:
```
77
Properties=species:S:1:pos:R:3:mulliken_spin:R:1
I 0.19128 2.74557 0.92184 0.041
I -1.60094 1.48117 -1.85015 0.050
Ru 0.10056 -0.13212 0.30810 1.309
N 0.90880 -0.80062 -1.77550 0.014
N 2.47902 -0.09313 0.41334 -0.007
C -1.63055 -1.14718 4.77312 -0.012
C 5.20745 -1.68363 4.11615 0.000
C 3.34834 0.30032 1.49175 -0.001
C -1.05317 -0.13571 3.76422 -0.037
C -1.38031 -0.65410 2.36834 -0.023
C 1.56576 -1.64461 -3.77218 0.010
C -3.76687 0.28366 1.47422 -0.016
C 4.80956 -0.66310 3.27263 -0.001
C -4.53626 -0.17571 2.72603 -0.019
C 3.07606 -2.06122 2.38267 0.009
C 3.47245 -3.08066 3.23177 0.001
C 3.02821 -0.62141 -0.63473 0.012
C 0.47920 -0.10483 3.94483 0.004
C -2.27103 -1.49063 0.41561 -0.003
C -0.28328 -4.60374 1.25304 -0.012
C -4.66729 -0.04965 0.27390 -0.002
C -0.41588 3.11772 -1.12379 0.004
C -3.60943 1.81115 1.46537 -0.017
C -0.07016 -3.70952 -1.05396 -0.011
C 2.26944 -0.98957 -1.75646 0.010
C -2.45847 -0.48940 1.41328 -0.097
C -1.55208 1.26179 4.13988 -0.001
C 3.74464 -0.84827 2.40029 0.001
C 0.48865 -1.19480 -2.97676 -0.002
C 2.69704 -1.51712 -3.00425 -0.004
C 4.53753 -2.89622 4.09562 0.000
C -0.95969 -3.72707 0.19345 -0.011
C -0.59951 -1.76754 1.90806 -0.083
C -1.18813 -2.33942 0.73975 -0.060
C -2.31320 -4.33959 -0.19376 -0.014
H -1.00768 4.02905 -1.15499 -0.001
H -2.62617 1.37010 4.05157 0.001
H -2.71628 -1.13278 4.76591 0.000
H 5.32937 0.28380 3.28727 0.000
H -4.60278 -1.26187 2.74595 0.000
H -3.01446 -4.29307 0.63629 0.001
H -0.54985 -1.13991 -3.26288 -0.002
H -4.94045 -1.10162 0.25781 -0.001
H 2.84732 1.07770 2.08209 -0.001
H 0.13449 -2.26937 2.51988 -0.018
H 2.95253 -4.02710 3.21900 0.000
H 0.95882 0.31619 3.05470 -0.005
H 0.89997 -3.26350 -0.82976 -0.001
H -0.22384 -5.62689 0.88998 -0.001
H -4.57070 2.26484 1.69562 0.000
H -1.28474 -0.88693 5.77144 -0.001
H -1.05285 2.02779 3.54433 0.000
H -2.88011 2.17561 2.17744 0.001
H -0.54612 -3.14143 -1.85097 0.000
H -2.93443 -1.65700 -0.41036 -0.011
H -2.74356 -3.82256 -1.04930 0.000
H 4.26826 0.74384 1.08562 -0.001
H 1.48932 -1.99823 -4.78074 0.000
H 0.89769 -1.09011 4.12760 0.000
H -0.85002 -4.60463 2.18175 0.001
H -1.29495 1.44613 5.18285 0.000
H -5.58374 0.52856 0.36214 0.001
H -5.54566 0.22794 2.69411 -0.001
H -1.30358 -2.15935 4.54183 -0.001
H 6.04070 -1.52765 4.78670 0.000
H -4.19973 0.21672 -0.67274 0.001
H 3.71160 -1.74939 -3.26618 0.000
H -3.32338 2.14455 0.46953 0.002
H -2.17207 -5.38111 -0.46906 -0.002
H 2.24661 -2.20480 1.69808 0.001
H 4.85017 -3.69332 4.75156 0.000
H 0.73078 -4.25833 1.44724 0.001
H 0.47860 3.20315 -1.73345 0.001
H 4.10981 -0.76133 -0.67824 -0.002
H 0.08902 -4.72636 -1.40716 0.002
H 0.73139 0.51594 4.80049 0.001
H -4.06976 0.15842 3.64400 0.002
```

***

ORCA calculation (ωB97M-V/def2-TZVPD) on a molecular structure, C30H42IrN4OS3.

Results
2S+1 ... 2
Lowest unoccupied orbital energy (alpha / beta) ... -6.703 / -8.600 eV
Charge ... +2
E_tot ... -2761.0427 hartree
HOMO energy (alpha / beta) ... -13.31 / -13.31 eV
Expectation value of S² ... 0.771
Maximum force ... 0.01028 Eh/bohr

The geometry in XYZ format:
```
81
Properties=species:S:1:pos:R:3:mulliken_spin:R:1
Ir -1.20862 -0.84546 0.65419 0.057
S 0.20258 1.54513 -2.71336 0.001
S -0.40903 -0.90859 2.83392 0.619
S -1.52796 -1.31066 -1.51143 -0.007
O 0.50174 2.71976 -1.82818 0.000
N 2.74031 0.74937 0.44438 -0.009
N -2.91948 -2.02100 1.06551 0.025
N 0.47457 0.31856 0.22872 0.013
N -2.31668 0.77079 1.29376 -0.004
C -2.57621 -3.29303 1.77215 0.006
C 2.51261 2.19848 0.58234 -0.002
C 2.94525 1.35127 -2.82595 0.000
C 1.94693 2.59903 1.93978 0.006
C -4.89599 -3.02500 -0.07946 -0.004
C 4.13771 0.29668 0.51726 -0.003
C -2.30091 1.84405 0.24153 0.004
C 2.90919 -1.31231 -3.61708 0.000
C 1.72601 -0.09761 0.32671 0.019
C 5.42972 -1.37502 -3.72892 0.000
C -3.73992 0.24587 1.38596 -0.003
C 4.13303 -0.66333 -3.46390 -0.001
C 1.74138 0.68420 -2.99447 0.002
C -3.70212 -2.62338 -2.55325 -0.001
C -3.05518 -2.19415 -1.39542 0.001
C 4.65544 0.21165 1.94443 -0.001
C 2.01655 -1.57013 0.29385 0.008
C 4.12989 0.67493 -3.06745 0.000
C -2.36493 2.54338 3.04372 -0.023
C -1.04948 0.56179 3.41574 0.036
C -1.98231 3.01074 4.30245 0.132
C -0.68791 1.03855 4.69019 0.099
C -3.66013 -2.39864 -0.16566 0.002
C -5.53518 -3.44474 -1.23431 -0.002
C 1.71388 -0.64813 -3.38059 -0.001
C -4.93254 -3.24890 -2.47236 0.001
C -1.90621 1.32328 2.60010 0.057
C -0.02690 2.17544 -4.37580 0.000
C -1.15099 2.26034 5.12819 -0.035
C -3.74851 -1.14955 1.95364 -0.002
H -2.34914 3.97243 4.63503 0.003
H -3.48443 -3.84225 2.01682 0.000
H -0.87063 2.63505 6.10248 0.001
H -3.31349 -1.17691 2.95184 0.003
H 2.62121 2.32760 2.75125 0.001
H -5.42801 -3.57987 -3.37453 0.000
H -1.96122 -3.90226 1.11254 -0.003
H -3.08381 2.57155 0.45071 0.002
H 6.03672 -1.43778 -2.82399 0.000
H 1.79929 3.67847 1.96684 0.000
H 4.23609 -0.65502 0.00379 0.000
H -6.49831 -3.93078 -1.16694 0.000
H 5.67050 -0.18410 1.94529 0.000
H 0.39499 1.31449 0.05809 0.011
H 5.07385 1.19723 -2.96254 0.000
H -4.13209 0.23284 0.36790 0.002
H 2.89151 -2.34750 -3.93550 0.000
H -2.48842 1.37583 -0.71866 0.001
H 1.87562 2.54248 -0.23588 0.000
H -5.36632 -3.20545 0.87888 0.000
H 2.93982 2.39315 -2.52528 0.000
H 1.09483 -2.14746 0.25797 -0.007
H 2.61464 -1.89594 1.14377 0.001
H 4.68289 1.19295 2.41793 0.000
H -4.33620 0.93367 1.98502 0.000
H 5.26165 -2.38637 -4.09378 0.000
H -0.03385 0.43167 5.30318 -0.004
H 6.01753 -0.83880 -4.47445 0.000
H -3.02170 3.15760 2.44415 0.006
H -0.15818 1.33033 -5.05039 0.000
H 4.72896 1.00940 -0.05721 0.000
H 0.84114 2.76787 -4.66073 0.000
H 0.98160 2.12460 2.12488 0.003
H 4.03455 -0.44632 2.55554 0.000
H 2.56005 -1.80321 -0.62445 0.000
H -3.23447 -2.45477 -3.51477 0.000
H 0.76970 -1.16561 -3.50687 0.000
H -1.33650 2.34394 0.22188 -0.005
H 3.48017 2.67314 0.43048 0.000
H -0.92494 2.79101 -4.36507 0.000
H -2.03380 -3.07163 2.68789 -0.006
H -4.77134 -1.51888 2.02597 0.000
```